DFT (the ωB97M-V functional and the def2-TZVPD basis) results for C3H9FSi in the gas phase in a non-equilibrium geometry.

Positions of all 14 atoms, in Å:
H: 1.370 2.360 -0.223
F: -1.891 0.737 -0.064
C: -0.231 -0.668 -1.744
H: 0.681 -0.851 -2.182
Si: -0.432 0.092 -0.048
C: -0.252 -1.205 1.370
H: 1.772 1.146 0.961
H: -1.007 -1.944 1.010
H: -1.001 -1.463 -1.917
H: -0.474 -0.535 2.228
H: 0.330 2.157 1.187
H: 0.826 -1.515 1.468
C: 0.952 1.619 0.506
H: -0.644 0.071 -2.552

Force components x, y, z for each atom (eV/Å):
-0.694 -0.841 0.239
-0.384 0.070 0.262
-4.011 1.830 -1.334
2.302 -1.058 -0.341
3.387 0.980 0.458
0.226 1.757 -1.396
0.947 -0.655 0.919
0.714 0.085 1.246
1.005 0.049 0.413
-0.401 -1.095 -0.066
-0.116 0.480 0.845
-1.313 -0.120 -0.319
-2.181 -0.889 -2.535
0.520 -0.593 1.611

The calculation puts the LUMO energy at 0.92 eV. As for the calculated total energy: -13853.5216 eV. Its relative energy (zero: lowest compared OMol25 entry of this formula, charge and spin) is 123.8 kJ/mol. Its HOMO-LUMO gap is 10.78 eV. As for the charge: 0. The SMILES is C[Si](C)(C)F.